w) Computed, not measured: an isolated molecule of C5H4N2O2, with ωB97M-V/def2-TZVPD.

The calculation puts the orbital gap at 8.72 eV. As for the HOMO energy: -9.9 eV.

Cartesian coordinates (Å):
O -2.503 -1.099 0.377
C -1.755 -0.167 -0.130
O -2.237 1.134 -0.169
C -0.185 -0.124 -0.018
C 0.666 -1.185 -0.220
N 1.908 -1.122 -0.189
C 2.578 0.031 0.194
C 1.599 1.148 0.287
N 0.319 1.145 -0.010
H -1.345 1.525 -0.756
H 0.371 -2.274 -0.229
H 3.602 0.132 -0.159
H 2.279 1.960 0.198

Results of the Löwdin charge analysis, in e, for atoms 1 through 4: number 1, O, carries 0.03; number 2, C, carries -0.35; number 3, O, carries 0.01; number 4, C, carries -0.14

x) Computed, not measured: a structure of composition C5H4N2O2, with ωB97M-V/def2-TZVPD.

The calculation puts the orbital gap at 8.44 eV. As for the HOMO energy: -9.7 eV.

Cartesian coordinates (Å):
C -1.124 1.702 0.851
C -0.767 0.567 0.266
C 0.358 -1.036 -0.976
C 0.648 0.222 -0.533
C 1.896 -0.692 0.229
H 0.520 2.045 1.435
H -2.072 2.127 0.745
H 3.545 -0.788 0.210
H 1.305 -1.233 1.343
N -1.696 -0.405 -0.470
N -1.063 -1.373 -0.992
O -0.314 2.521 1.509
O 1.558 -1.806 -0.575

Results of the Löwdin charge analysis, in e, for atoms 1 through 4: number 1, C, carries -0.15; number 2, C, carries -0.15; number 3, C, carries -0.27; number 4, C, carries 0.00

Which one sits at the top of the stability order? w) does.

w) Computed, not measured: a cluster of 2 separate species, C7H19NO in total, with ωB97M-V/def2-TZVPD.

The calculation puts the orbital gap at 9.98 eV. As for the HOMO energy: -9.1 eV.

Cartesian coordinates (Å):
C 2.568 -1.067 -0.165
C 1.181 -0.772 -0.761
C 1.088 -1.282 -2.208
C 0.845 0.727 -0.683
C -0.643 1.037 -0.630
N -1.268 0.625 0.655
C -1.974 1.738 1.286
C -2.219 -0.479 0.452
H 2.522 -1.259 0.914
H 2.980 -1.984 -0.595
H 3.241 -0.219 -0.318
H 0.474 -1.410 -0.226
H 1.782 -0.813 -2.908
H 0.061 -1.212 -2.598
H 1.222 -2.375 -2.219
H 1.292 1.249 -1.533
H 1.328 1.103 0.220
H -1.165 0.597 -1.478
H -0.751 2.120 -0.702
H -2.884 1.976 0.754
H -2.162 1.460 2.325
H -1.402 2.673 1.285
H -2.938 -0.470 1.270
H -1.708 -1.445 0.551
H -2.736 -0.467 -0.509
O 0.792 0.056 2.604
H 0.304 -0.276 3.357
H 0.172 0.171 1.861

Results of the Löwdin charge analysis, in e, for atoms 1 through 4: number 1, C, carries -0.08; number 2, C, carries -0.43; number 3, C, carries -0.09; number 4, C, carries -0.17

x) Computed, not measured: a cluster of 2 separate species, C7H19NO in total, with ωB97M-V/def2-TZVPD.

The calculation puts the orbital gap at 10.16 eV. As for the HOMO energy: -9.3 eV.

Cartesian coordinates (Å):
C 1.244 1.731 1.388
C -0.108 1.092 1.674
C -1.310 1.637 0.752
N -2.491 0.875 1.093
O -1.050 1.651 -0.617
H 1.651 1.404 0.438
H 1.951 1.484 2.176
H 1.150 2.817 1.347
H -0.064 0.004 1.716
H -0.431 1.375 2.678
H -1.438 2.688 1.034
H -3.286 1.457 1.333
H -2.721 0.197 0.371
H -0.905 0.735 -0.925
C 1.096 -0.540 -2.111
C 0.466 -1.045 -0.815
C 1.447 -1.911 -0.029
C -0.830 -1.809 -1.088
H 0.414 0.113 -2.654
H 2.006 0.018 -1.902
H 1.350 -1.372 -2.767
H 0.245 -0.197 -0.125
H 2.343 -1.346 0.216
H 0.994 -2.245 0.904
H 1.743 -2.788 -0.604
H -0.619 -2.745 -1.604
H -1.504 -1.235 -1.724
H -1.342 -2.044 -0.155

Results of the Löwdin charge analysis, in e, for atoms 1 through 4: number 1, C, carries -0.10; number 2, C, carries -0.21; number 3, C, carries -0.47; number 4, N, carries 0.06

Which one sits at the top of the stability order? x) does.

w) Computed, not measured: a structure of composition C29H27MoN3OPS, with ωB97M-V/def2-TZVPD.

The calculation puts the orbital gap (alpha / beta) at 5.42 / 5.35 eV. Its net charge is +3. As for the HOMO energy (alpha / beta): -17.2 / -17.2 eV.

Cartesian coordinates (Å):
Mo 0.810 -0.726 -0.378
N -0.899 -4.622 -0.858
C -0.068 -3.594 -0.718
S -0.427 -2.175 -1.764
N 0.901 -3.653 0.166
N 1.677 -2.517 0.123
C 2.972 -2.716 0.280
C 3.983 -1.855 -0.223
C 5.341 -2.186 -0.060
C 6.293 -1.552 -0.818
C 5.917 -0.606 -1.787
C 4.593 -0.262 -1.987
C 3.652 -0.860 -1.178
O 2.338 -0.551 -1.318
H -1.594 -4.647 -1.587
H -0.754 -5.460 -0.311
H 3.248 -3.695 0.664
H 5.621 -2.948 0.658
H 7.338 -1.798 -0.687
H 6.679 -0.133 -2.394
H 4.293 0.458 -2.735
C -2.398 0.485 -2.940
C -3.356 0.218 -1.802
C -4.695 -0.031 -2.061
C -5.596 -0.284 -1.031
C -5.181 -0.304 0.294
C -3.853 -0.066 0.590
C -2.958 0.211 -0.452
P -1.291 0.602 -0.033
C -0.877 0.066 1.627
C -0.486 -1.305 1.604
C 0.053 -1.923 2.747
C 0.226 -1.163 3.874
C -0.151 0.191 3.879
C -0.680 0.847 2.771
C -1.051 2.306 2.860
C -0.844 2.298 -0.275
C -1.718 3.334 -0.534
C -1.186 4.597 -0.789
C 0.192 4.791 -0.816
C 1.064 3.735 -0.576
C 0.544 2.480 -0.273
C 1.419 1.353 0.090
H -2.842 0.217 -3.896
H -1.475 -0.096 -2.847
H -2.123 1.539 -2.998
H -5.042 -0.032 -3.087
H -6.635 -0.475 -1.269
H -5.888 -0.500 1.088
H -3.522 -0.074 1.622
H -0.948 -1.949 0.854
H 0.287 -2.980 2.736
H 0.621 -1.611 4.777
H -0.041 0.756 4.799
H -1.147 2.604 3.902
H -1.998 2.515 2.361
H -0.288 2.947 2.408
H -2.790 3.170 -0.553
H -1.850 5.428 -0.990
H 0.592 5.772 -1.038
H 2.135 3.897 -0.598
H 1.428 1.059 1.159
H 2.432 1.472 -0.273

Results of the Löwdin charge analysis, in e, for atoms 1 through 4: number 1, Mo, carries 1.41; number 2, N, carries 0.15; number 3, C, carries -0.74; number 4, S, carries 0.78

x) Computed, not measured: a structure of composition C29H27MoN3OPS, with ωB97M-V/def2-TZVPD.

The calculation puts the orbital gap (alpha / beta) at 4.97 / 4.97 eV. Its net charge is +3. As for the HOMO energy (alpha / beta): -17.0 / -17.0 eV.

Cartesian coordinates (Å):
Mo 0.757 -0.761 0.590
N 1.308 -4.583 -1.463
C 1.235 -3.598 -0.593
S 1.899 -2.004 -1.151
N 0.721 -3.721 0.586
N 0.815 -2.657 1.397
C 1.094 -2.919 2.658
C 1.799 -2.037 3.509
C 2.151 -2.410 4.822
C 3.133 -1.733 5.509
C 3.816 -0.669 4.904
C 3.495 -0.256 3.626
C 2.461 -0.889 2.924
O 2.074 -0.562 1.725
H 1.809 -4.477 -2.334
H 0.960 -5.505 -1.227
H 0.987 -3.953 2.980
H 1.636 -3.241 5.280
H 3.387 -2.027 6.516
H 4.593 -0.156 5.448
H 4.026 0.559 3.148
C 1.803 1.181 -3.161
C 0.485 0.814 -3.758
C 0.280 0.794 -5.133
C -0.955 0.452 -5.665
C -2.017 0.119 -4.831
C -1.847 0.131 -3.459
C -0.605 0.492 -2.926
P -0.390 0.614 -1.143
C -1.800 -0.201 -0.301
C -1.493 -1.587 -0.121
C -2.376 -2.408 0.606
C -3.502 -1.850 1.186
C -3.776 -0.497 1.026
C -2.926 0.362 0.322
C -3.248 1.814 0.222
C -0.349 2.340 -0.616
C -0.575 3.447 -1.413
C -0.338 4.718 -0.891
C 0.148 4.854 0.403
C 0.380 3.744 1.201
C 0.107 2.459 0.715
C 0.229 1.248 1.535
H 2.582 1.199 -3.919
H 2.098 0.465 -2.380
H 1.757 2.175 -2.709
H 1.094 1.053 -5.793
H -1.091 0.436 -6.735
H -2.978 -0.139 -5.250
H -2.669 -0.113 -2.799
H -0.890 -2.075 -0.907
H -2.206 -3.474 0.669
H -4.203 -2.474 1.721
H -4.689 -0.095 1.441
H -4.292 1.995 0.462
H -3.048 2.209 -0.772
H -2.651 2.383 0.937
H -0.901 3.330 -2.437
H -0.500 5.592 -1.505
H 0.364 5.840 0.787
H 0.729 3.874 2.216
H -0.763 0.911 1.910
H 0.866 1.465 2.406

Results of the Löwdin charge analysis, in e, for atoms 1 through 4: number 1, Mo, carries 1.42; number 2, N, carries 0.16; number 3, C, carries -0.74; number 4, S, carries 0.74

Which one sits at the top of the stability order? w) does.

w) Computed, not measured: a cluster of 2 separate species, HN2O2S in total, with ωB97M-V/def2-TZVPD.

The calculation puts the orbital gap (alpha / beta) at 4.23 / 4.25 eV. Its net charge is +1. As for the HOMO energy (alpha / beta): -13.3 / -13.3 eV.

Cartesian coordinates (Å):
N 0.345 -0.895 0.064
N 3.106 -1.153 0.426
O 3.844 -0.870 -0.327
O -0.488 -1.822 -0.197
S -2.151 -1.893 -0.109
H -0.033 0.125 0.073

Results of the Löwdin charge analysis, in e, for atoms 1 through 4: number 1, N, carries -0.01; number 2, N, carries 0.44; number 3, O, carries 0.39; number 4, O, carries -0.70

x) Computed, not measured: a cluster of 2 separate species, HN2O2S in total, with ωB97M-V/def2-TZVPD.

The calculation puts the orbital gap (alpha / beta) at 4.31 / 4.06 eV. Its net charge is +1. As for the HOMO energy (alpha / beta): -13.5 / -13.2 eV.

Cartesian coordinates (Å):
N -0.187 0.281 0.002
N -0.715 2.048 -2.207
O -1.693 2.352 -1.845
O -0.538 1.018 1.006
S -0.251 1.013 2.556
H 0.221 -0.544 0.299

Results of the Löwdin charge analysis, in e, for atoms 1 through 4: number 1, N, carries 0.06; number 2, N, carries 0.48; number 3, O, carries 0.39; number 4, O, carries -0.78

Which one sits at the top of the stability order? x) does.